{
  "formula": "C22H31N3O4",
  "method": "ωB97M-V with the def2-TZVPD basis set",
  "symbols": ["C", "O", "C", "C", "C", "C", "C", "C", "H", "H", "N", "C", "H", "C", "N", "C", "C", "H", "H", "H", "H", "C", "C", "C", "C", "N", "C", "O", "C", "C", "C", "H", "H", "H", "O", "C", "C", "O", "H", "H", "H", "H", "C", "H", "H", "H", "H", "H", "H", "H", "H", "H", "H", "H", "H", "H", "H", "H", "H", "H"],
  "positions_angstrom": [[5.15243, 3.16742, 0.03555], [5.26089, 2.00248, -0.74068], [4.50924, 0.91524, -0.38330], [4.65405, -0.22257, -1.17652], [3.93433, -1.36477, -0.91466], [3.02053, -1.43079, 0.14675], [2.90839, -0.29348, 0.94688], [3.63573, 0.85837, 0.69120], [3.49899, 1.70603, 1.34546], [2.24554, -0.27875, 1.79703], [2.33886, -2.61987, 0.40855], [1.76012, -3.34578, -0.70460], [2.42989, -3.34694, -1.56172], [0.41789, -2.72396, -1.10530], [-0.50286, -2.76038, 0.01795], [0.05449, -2.06226, 1.16570], [1.41157, -2.68272, 1.51749], [1.84197, -2.20395, 2.39665], [1.26108, -3.74175, 1.74871], [-0.61956, -2.18180, 2.01328], [0.18801, -0.98660, 0.97397], [-1.85484, -2.38294, -0.36081], [-2.84871, -2.53544, 0.79078], [-4.27358, -2.43590, 0.24368], [-4.36883, -1.26564, -0.75196], [-3.25356, -0.36143, -0.56513], [-3.48528, 0.90411, -0.15478], [-4.62099, 1.33476, -0.01848], [-2.30703, 1.78088, 0.12812], [-2.22778, 3.04936, -0.30229], [-3.17842, 3.70196, -1.25190], [-3.40479, 4.70330, -0.89339], [-4.09398, 3.12758, -1.32534], [-2.71916, 3.79320, -2.23587], [-1.19675, 3.88654, 0.05729], [-0.46090, 3.43568, 1.16672], [-0.14204, 1.95109, 1.00080], [-1.33641, 1.21052, 0.95269], [0.43570, 1.80924, 0.07520], [0.42775, 1.57011, 1.84975], [-1.04491, 3.57332, 2.08638], [0.44718, 4.03890, 1.21052], [-1.98536, -0.94099, -0.93025], [-1.90521, -0.96395, -2.02652], [-1.17921, -0.32604, -0.54163], [-4.33961, -1.63521, -1.78282], [-5.28559, -0.69285, -0.60981], [-4.96488, -2.28393, 1.07260], [-4.54869, -3.36459, -0.25798], [-2.69489, -3.49349, 1.28685], [-2.69263, -1.73523, 1.51516], [-2.14241, -3.09830, -1.14290], [-0.02011, -3.29295, -1.92902], [0.61016, -1.69402, -1.45602], [1.60009, -4.37901, -0.38433], [4.10144, -2.22801, -1.53919], [5.35030, -0.18856, -1.99958], [5.82810, 3.89030, -0.41926], [4.13299, 3.56918, 0.02155], [5.45752, 2.99196, 1.07294]],
  "homo_lumo_gap_ha": 0.2920,
  "smiles": "COc1ccc(N2CCN([C@H]3CCCN(C(=O)C4=C(C)OCCO4)C3)CC2)cc1",
  "relative_energy_kcal_mol": 94.0,
  "spin_multiplicity": 1
}